[1]
Formula: C28H76As7F42N5O5
Source: the OMol25 dataset
Level of theory: ωB97M-V/def2-TZVPD

Output
Largest force on an atom   3.049 eV Å⁻¹
Charge   -2
HOMO-LUMO gap   6.8 eV

XYZ file:
```
163
C28H76As7F42N5O5 ωB97M-V/def2-TZVPD
C 7.978 0.546 -6.514
C 8.189 -1.061 -6.492
N 8.754 -1.610 -5.162
C 8.681 -3.114 -5.325
C 10.209 -1.131 -4.905
C 11.217 -1.268 -6.144
C 7.834 -1.202 -3.922
C 6.239 -1.451 -3.997
O 5.723 -0.483 -4.869
C 4.286 -0.543 -4.837
H 8.545 1.333 -7.011
H 7.904 1.098 -5.577
H 6.939 0.575 -6.844
H 8.797 -1.392 -7.334
H 7.242 -1.577 -6.654
H 9.144 -3.529 -4.430
H 9.235 -3.357 -6.232
H 7.677 -3.515 -5.462
H 10.546 -1.654 -4.010
H 10.018 -0.081 -4.682
H 11.100 -0.612 -7.006
H 11.234 -2.290 -6.521
H 12.205 -0.971 -5.791
H 8.181 -0.208 -3.640
H 8.266 -1.869 -3.176
H 5.689 -1.340 -3.062
H 5.990 -2.464 -4.314
H 3.833 -0.003 -5.669
H 3.932 0.098 -4.029
H 3.921 -1.564 -4.951
C -10.539 -1.849 3.118
C -10.873 -1.796 1.622
N -10.047 -0.820 0.717
C -8.557 -1.219 0.780
C -10.544 -1.171 -0.696
C -9.944 -0.436 -1.889
C -10.214 0.706 0.977
C -11.663 1.205 1.209
O -12.459 1.077 0.066
C -13.532 2.024 -0.028
H -10.156 -0.880 3.438
H -9.789 -2.633 3.223
H -11.362 -2.041 3.807
H -11.875 -1.394 1.474
H -10.739 -2.771 1.155
H -8.335 -1.333 1.841
H -7.919 -0.439 0.363
H -8.500 -2.194 0.296
H -11.616 -0.973 -0.675
H -10.437 -2.237 -0.895
H -10.072 -0.927 -2.853
H -8.884 -0.220 -1.758
H -10.430 0.524 -2.065
H -9.696 1.308 0.230
H -9.607 0.775 1.879
H -11.631 2.225 1.591
H -12.124 0.667 2.038
H -14.249 1.728 -0.794
H -13.104 3.014 -0.187
H -14.091 2.141 0.900
C -1.883 -6.837 -2.452
C -2.634 -7.877 -1.554
C -3.493 -8.912 -2.333
O -4.055 -9.862 -1.461
C -4.870 -10.763 -2.137
N -1.545 -8.475 -0.682
H -1.799 -8.387 0.292
H -1.538 -9.413 -1.056
H -0.641 -8.080 -0.898
H -2.624 -6.394 -3.117
H -1.212 -7.357 -3.136
H -1.439 -6.031 -1.867
H -3.293 -7.350 -0.864
H -2.874 -9.462 -3.043
H -4.248 -8.345 -2.877
H -4.402 -10.989 -3.096
H -5.836 -10.380 -2.464
H -5.147 -11.664 -1.589
C 0.047 -0.861 2.289
C 0.590 0.039 3.503
C 2.130 0.176 3.541
O 2.533 0.458 2.242
C 3.825 1.083 2.089
N -0.049 1.450 3.359
H 0.028 1.929 2.474
H -1.012 1.493 3.663
H 0.317 2.122 4.017
H 0.024 -0.480 1.268
H -1.025 -0.964 2.457
H 0.484 -1.849 2.436
H 0.117 -0.421 4.371
H 2.675 -0.705 3.881
H 2.422 0.882 4.318
H 4.451 0.634 1.318
H 4.440 0.887 2.967
H 3.609 2.128 1.866
C 3.662 6.719 -3.380
C 3.564 8.098 -4.199
C 4.765 8.266 -5.060
O 4.676 9.595 -5.816
C 5.151 10.717 -5.079
N 2.262 8.028 -5.020
H 2.250 8.425 -5.949
H 2.034 7.045 -5.024
H 1.528 8.397 -4.433
H 3.800 5.909 -4.096
H 2.805 6.490 -2.746
H 4.540 6.814 -2.741
H 3.547 8.947 -3.516
H 4.753 7.486 -5.821
H 5.707 8.200 -4.517
H 4.892 11.645 -5.589
H 6.204 10.458 -4.961
H 4.848 10.921 -4.052
As 12.423 1.478 1.206
F 11.926 -0.238 0.894
F 12.435 1.151 2.986
F 12.824 3.233 1.251
F 12.463 1.727 -0.586
F 10.778 2.002 1.352
F 14.163 1.027 1.147
As -4.027 -6.235 5.885
F -3.242 -6.921 7.337
F -2.937 -7.103 4.690
F -4.959 -5.454 4.606
F -5.232 -5.360 6.976
F -2.975 -4.762 5.930
F -5.044 -7.670 5.746
As -7.252 3.690 6.724
F -6.649 3.052 8.248
F -5.632 4.576 6.796
F -7.672 4.462 5.132
F -8.753 2.767 6.928
F -8.022 5.096 7.656
F -6.446 2.351 5.728
As 1.739 7.683 4.133
F 1.009 9.139 4.849
F 0.163 6.895 4.458
F 2.417 6.262 3.372
F 3.301 8.537 3.835
F 2.304 7.227 5.778
F 1.094 8.231 2.500
As 1.298 1.782 11.516
F 0.863 2.537 13.072
F -0.237 2.260 10.760
F 1.759 0.936 9.967
F 2.942 1.249 12.059
F 0.589 0.238 12.173
F 2.039 3.380 10.970
As -3.328 4.179 -1.873
F -4.976 4.966 -2.229
F -2.572 5.811 -1.618
F -1.773 3.346 -1.412
F -3.953 2.503 -2.263
F -2.829 4.293 -3.613
F -3.671 4.082 -0.084
As 4.843 -7.090 1.590
F 3.672 -8.382 2.090
F 3.701 -6.294 0.336
F 6.176 -5.924 1.054
F 6.063 -7.617 2.719
F 5.504 -8.166 0.317
F 4.113 -5.942 2.860
```

Atomic partial charges in e from the Mulliken method, atoms 1 to 99: C -1.253; C -0.595; N -0.297; C -1.031; C -0.260; C -1.184; C -0.753; C -0.658; O -0.215; C -0.860; H 0.341; H 0.322; H 0.323; H 0.648; H 0.561; H 0.387; H 0.441; H 0.379; H 0.458; H 0.344; H 0.309; H 0.330; H 0.405; H 0.531; H 0.501; H 0.563; H 0.315; H 0.271; H 0.335; H 0.341; C -1.299; C -0.392; N -0.234; C -0.985; C -0.444; C -1.188; C -0.663; C -0.771; O -0.250; C -0.863; H 0.339; H 0.425; H 0.330; H 0.456; H 0.441; H 0.473; H 0.443; H 0.335; H 0.410; H 0.566; H 0.376; H 0.289; H 0.320; H 0.428; H 0.625; H 0.534; H 0.359; H 0.244; H 0.356; H 0.340; C -1.526; C 0.104; C -0.814; O -0.310; C -0.740; N -0.147; H 0.334; H 0.354; H 0.356; H 0.397; H 0.467; H 0.435; H 0.308; H 0.469; H 0.419; H 0.308; H 0.305; H 0.279; C -1.322; C 0.082; C -0.752; O -0.304; C -0.723; N -0.349; H 0.332; H 0.370; H 0.360; H 0.340; H 0.458; H 0.375; H 0.343; H 0.452; H 0.515; H 0.213; H 0.358; H 0.254; C -1.469; C 0.217; C -0.771



[2]
Formula: C28H77N7O7
Source: the OMol25 dataset
Level of theory: ωB97M-V/def2-TZVPD

Output
Energy above the lowest of the compared OMol25 structures with the same formula, charge and spin   5.626 eV
Largest force on an atom   4.437 eV Å⁻¹
HOMO-LUMO gap   9.7 eV
Structure (SMILES)   COC[C@H](C)N.COC[C@H](C)N.COC[C@H](C)N.COC[C@H](C)N.COC[C@H](C)N.COC[C@H](C)N.COC[C@H](C)N

XYZ file:
```
119
C28H77N7O7 ωB97M-V/def2-TZVPD
C -3.083 0.445 0.099
C -1.962 -0.452 -0.391
C -2.072 -0.911 -1.768
O -3.184 -1.875 -1.633
C -3.037 -3.049 -2.529
N -0.765 0.320 -0.088
H -3.023 1.445 -0.332
H -3.098 0.470 1.188
H -4.035 0.015 -0.211
H -1.970 -1.266 0.335
H -1.145 -1.453 -1.958
H -2.141 -0.069 -2.457
H -3.949 -3.645 -2.495
H -2.319 -3.712 -2.048
H -2.705 -2.673 -3.497
H -0.871 1.087 -0.737
H -0.830 0.786 0.805
C 0.709 -3.369 9.159
C 0.735 -4.507 8.054
C 1.437 -4.019 6.775
O 1.686 -4.992 5.784
C 2.171 -4.427 4.489
N 1.481 -5.600 8.591
H 1.703 -3.286 9.597
H -0.055 -3.647 9.884
H 0.312 -2.386 8.905
H -0.275 -4.877 7.876
H 2.391 -3.566 7.047
H 0.678 -3.382 6.322
H 2.448 -5.170 3.741
H 2.968 -3.685 4.545
H 1.338 -3.829 4.120
H 1.686 -6.191 7.798
H 2.436 -5.324 8.767
C 0.724 6.366 4.597
C -0.582 7.128 4.765
C -1.399 6.585 5.914
O -1.727 5.123 5.743
C -2.490 4.589 6.821
N -0.298 8.570 4.847
H 1.301 6.792 5.418
H 1.227 6.440 3.633
H 0.572 5.287 4.573
H -1.192 7.143 3.861
H -2.292 7.192 6.067
H -0.866 6.751 6.851
H -2.566 3.502 6.824
H -3.528 4.895 6.689
H -2.131 4.896 7.803
H -1.017 9.141 5.267
H 0.535 8.797 5.372
C 0.517 8.365 -3.432
C 1.003 7.187 -4.320
C 2.072 7.687 -5.343
O 2.624 6.638 -6.021
C 3.955 6.801 -6.400
N 1.521 6.047 -3.563
H 1.183 8.717 -2.644
H -0.411 8.118 -2.916
H 0.317 9.276 -3.996
H 0.087 6.847 -4.804
H 2.923 8.184 -4.877
H 1.704 8.472 -6.004
H 4.754 6.823 -5.658
H 4.058 7.710 -6.993
H 4.010 5.914 -7.031
H 1.887 5.367 -4.214
H 2.357 6.301 -3.055
C 7.804 3.938 1.145
C 7.228 4.828 0.027
C 8.235 5.549 -0.831
O 9.245 6.160 -0.014
C 10.179 6.911 -0.691
N 6.468 3.887 -0.820
H 8.273 4.533 1.929
H 8.599 3.252 0.852
H 7.096 3.428 1.799
H 6.556 5.545 0.500
H 7.766 6.299 -1.467
H 8.718 4.815 -1.475
H 9.842 7.920 -0.927
H 10.458 6.389 -1.606
H 11.111 7.019 -0.136
H 7.055 3.183 -1.245
H 5.744 3.331 -0.388
C -10.328 -1.184 -1.237
C -10.869 -2.217 -0.283
C -10.635 -1.936 1.174
O -11.049 -0.641 1.639
C -10.597 -0.429 2.961
N -12.271 -2.258 -0.438
H -10.543 -1.483 -2.263
H -9.268 -1.044 -1.024
H -10.686 -0.187 -0.981
H -10.457 -3.210 -0.459
H -9.562 -1.951 1.368
H -11.163 -2.710 1.730
H -11.194 0.416 3.305
H -9.534 -0.196 2.906
H -10.807 -1.215 3.687
H -12.605 -3.148 -0.097
H -12.668 -1.692 0.298
C 2.202 -14.644 -7.645
C 2.097 -13.095 -7.949
C 2.500 -12.052 -6.855
O 1.950 -10.793 -7.222
C 2.361 -9.658 -6.505
N 2.901 -12.871 -9.189
H 3.232 -14.765 -7.307
H 1.983 -15.276 -8.506
H 1.411 -15.074 -7.030
H 1.071 -12.905 -8.262
H 3.589 -12.005 -6.865
H 2.010 -12.455 -5.969
H 3.412 -9.547 -6.239
H 1.959 -9.790 -5.500
H 1.958 -8.779 -7.008
H 2.884 -11.878 -9.368
H 3.851 -13.174 -9.028
```

Atomic partial charges in e from the Mulliken method, atoms 1 to 99: C -1.402; C 0.503; C -0.662; O -0.316; C -0.737; N -0.777; H 0.326; H 0.365; H 0.367; H 0.227; H 0.388; H 0.286; H 0.242; H 0.293; H 0.305; H 0.297; H 0.295; C -1.255; C 0.254; C -0.604; O -0.340; C -0.720; N -0.785; H 0.311; H 0.327; H 0.352; H 0.354; H 0.334; H 0.316; H 0.272; H 0.304; H 0.295; H 0.322; H 0.264; C -1.149; C 0.389; C -0.628; O -0.308; C -0.723; N -0.648; H 0.312; H 0.314; H 0.302; H 0.202; H 0.349; H 0.300; H 0.254; H 0.286; H 0.291; H 0.212; H 0.243; C -1.389; C 0.488; C -0.758; O -0.312; C -0.780; N -0.715; H 0.345; H 0.340; H 0.344; H 0.227; H 0.387; H 0.356; H 0.313; H 0.334; H 0.257; H 0.307; H 0.256; C -1.387; C 0.545; C -0.637; O -0.290; C -0.744; N -0.721; H 0.329; H 0.311; H 0.414; H 0.212; H 0.334; H 0.296; H 0.269; H 0.319; H 0.248; H 0.243; H 0.261; C -1.414; C 0.599; C -0.885; O -0.353; C -0.751; N -0.778; H 0.372; H 0.355; H 0.271; H 0.350; H 0.462; H 0.337; H 0.258; H 0.302



[3]
Formula: C28H78AgClN6O10
Source: the OMol25 dataset
Level of theory: ωB97M-V/def2-TZVPD

Output
Largest force on an atom   2.988 eV Å⁻¹
Charge   +1
HOMO-LUMO gap (alpha / beta)   8.7 / 4.1 eV
Expectation value of S²   0.757
Multiplicity   2

XYZ file:
```
124
C28H78AgClN6O10 ωB97M-V/def2-TZVPD
Ag -3.217 -0.673 1.146
Cl -0.624 -0.317 0.644
C 3.131 -0.901 -0.143
C 2.794 -1.948 -1.187
C 4.013 -2.942 -1.424
O 5.178 -2.308 -1.963
C 4.990 -1.857 -3.322
N 1.582 -2.637 -0.748
H 4.070 -0.421 -0.415
H 3.327 -1.334 0.838
H 2.382 -0.112 -0.069
H 2.571 -1.511 -2.160
H 3.793 -3.845 -1.993
H 4.302 -3.405 -0.481
H 4.051 -1.402 -3.637
H 5.094 -2.701 -4.003
H 5.684 -1.099 -3.686
H 1.629 -3.159 0.115
H 0.923 -1.954 -0.403
C 1.359 -2.002 -4.880
C 0.550 -0.903 -4.181
C -0.221 0.081 -5.143
O 0.750 0.844 -5.875
C 0.290 1.872 -6.706
N -0.304 -1.512 -3.195
H 1.834 -2.775 -4.276
H 2.150 -1.635 -5.534
H 0.778 -2.583 -5.596
H 1.312 -0.338 -3.644
H -0.869 0.695 -4.519
H -0.839 -0.473 -5.850
H 1.130 2.268 -7.276
H -0.211 2.659 -6.142
H -0.415 1.450 -7.423
H 0.132 -2.348 -2.835
H -0.316 -0.907 -2.386
C -2.368 -0.325 5.722
C -2.365 -0.749 4.234
C -2.478 -2.248 4.045
O -2.269 -2.533 2.667
C -1.337 -3.590 2.461
N -3.430 -0.065 3.481
H -2.465 0.749 5.882
H -1.501 -0.687 6.274
H -3.223 -0.842 6.156
H -1.376 -0.509 3.844
H -3.473 -2.541 4.383
H -1.753 -2.662 4.746
H -0.355 -3.159 2.656
H -1.364 -3.880 1.410
H -1.356 -4.446 3.135
H -4.337 -0.333 3.835
H -3.425 0.939 3.587
C 1.318 2.950 2.163
C -0.082 3.700 2.022
C 0.194 5.172 1.608
O 0.999 5.290 0.433
C 1.323 6.615 0.076
N -0.898 3.061 0.983
H 1.849 3.364 3.020
H 2.007 3.071 1.327
H 1.272 1.863 2.225
H -0.587 3.757 2.986
H 0.662 5.738 2.414
H -0.748 5.686 1.417
H 0.429 7.222 0.219
H 1.544 6.774 -0.980
H 2.244 6.994 0.519
H -0.547 2.131 0.804
H -0.816 3.602 0.134
C -2.010 -3.703 -1.322
C -3.192 -2.861 -1.293
C -4.423 -3.334 -2.173
O -5.494 -2.438 -1.934
C -6.851 -2.974 -2.047
N -3.601 -2.800 0.068
H -2.180 -4.638 -0.788
H -1.112 -3.291 -0.862
H -1.653 -3.980 -2.314
H -2.862 -1.866 -1.590
H -4.717 -4.323 -1.823
H -4.151 -3.454 -3.222
H -6.974 -3.338 -3.067
H -7.550 -2.143 -1.960
H -7.176 -3.772 -1.380
H -3.548 -3.777 0.319
H -4.585 -2.616 -0.063
C 4.571 0.905 2.844
C 3.665 0.852 4.096
C 3.668 -0.616 4.648
O 3.226 -1.524 3.680
C 1.835 -1.572 3.333
N 4.119 1.851 5.004
H 5.608 0.622 3.027
H 4.582 1.904 2.410
H 4.145 0.226 2.106
H 2.645 1.153 3.857
H 3.011 -0.672 5.516
H 4.676 -0.898 4.952
H 1.562 -2.322 2.590
H 1.447 -0.594 3.047
H 1.236 -1.797 4.215
H 3.743 1.555 5.894
H 5.110 1.731 5.153
C 2.474 2.553 -2.213
C 0.956 2.549 -1.892
O 0.320 3.845 -1.674
O 3.362 2.888 -1.218
H 2.752 3.195 -3.049
H 2.702 1.548 -2.570
H 0.650 1.907 -1.065
H 0.345 2.152 -2.702
H 0.864 4.267 -1.004
H 3.537 3.829 -1.296
C -4.181 2.084 0.257
C -3.872 1.450 -1.067
O -4.077 0.097 -1.042
O -3.290 1.719 1.310
H -5.191 1.776 0.525
H -4.282 3.160 0.115
H -2.819 1.524 -1.340
H -4.459 1.917 -1.858
H -4.146 -0.175 -1.960
H -2.485 2.241 1.291
```

Atomic partial charges in e from the Mulliken method, atoms 1 to 99: Ag 1.275; Cl 0.040; C -1.760; C 2.699; C -1.083; O -0.350; C -0.527; N -0.277; H 0.637; H 0.204; H 0.364; H -1.519; H 0.421; H 0.362; H 0.004; H 0.306; H 0.338; H 0.389; H -0.586; C -1.865; C 2.176; C -1.011; O -0.337; C -0.793; N -0.292; H 0.415; H 0.412; H 0.390; H -1.043; H 0.273; H 0.564; H 0.251; H 0.278; H 0.323; H 0.248; H -0.068; C -1.561; C 0.775; C -0.953; O 0.046; C -0.245; N -0.355; H 0.417; H 0.376; H 0.367; H -0.091; H 0.281; H 0.465; H -0.170; H -0.014; H 0.395; H 0.191; H 0.257; C -0.647; C 0.485; C -1.273; O -0.341; C -1.010; N -0.548; H 0.682; H 0.169; H -0.380; H 0.186; H 0.534; H 0.564; H 0.365; H 0.343; H 0.321; H -0.296; H 0.379; C -2.156; C 1.194; C -0.821; O -0.199; C -0.858; N -0.348; H 0.647; H 0.386; H 0.426; H -0.308; H 0.385; H 0.447; H 0.335; H 0.260; H 0.341; H 0.312; H 0.286; C -0.740; C 0.818; C -0.909; O -0.355; C -0.417; N -0.752; H 0.428; H 0.440; H -0.206; H -0.140; H 0.402; H 0.279